Record 1
The following is a quantum chemistry calculation of 2 unconnected molecules or ions with the total composition C4H13NO2 in a non-equilibrium geometry, from the Open Molecules 2025 dataset.

Values from the calculation:
Molecular weight   107.15 Da
HOMO-LUMO gap   10.0 eV
Highest occupied orbital energy   -9.35 eV
SMILES string   CC(C)NCO.O
Charge   0
Electronic energy   -9943.065 eV

Element x y z (Å)
1 O -1.82 -3.22 1.08
2 O -1.56 1.41 1.38
3 N 0.44 0.58 0.59
4 C 1.74 1.47 -1.32
5 C 1.00 -0.90 -1.44
6 C -0.93 0.96 0.18
7 C 1.40 0.24 -0.50
8 H 1.80 -0.82 -2.20
9 H -1.42 -2.40 1.36
10 H -0.87 1.84 -0.45
11 H 0.31 -0.31 1.05
12 H 2.55 1.28 -2.02
13 H -1.08 -3.76 0.78
14 H 1.91 2.35 -0.71
15 H 1.13 -1.92 -1.07
16 H 0.12 -0.66 -2.04
17 H 0.87 1.77 -1.94
18 H -1.13 2.23 1.61
19 H -1.38 0.09 -0.29
20 H 2.29 -0.12 0.03



Record 2
The following is a quantum chemistry calculation of a gas-phase ion, C8H12N5 (charge +1) in a non-equilibrium geometry, from the Open Molecules 2025 dataset.

Values from the calculation:
Molecular weight   178.22 Da
HOMO-LUMO gap   9.7 eV
Highest occupied orbital energy   -12.91 eV
SMILES string   NC[C@@H](n1cccn1)[n+]1ccc[nH]1
Charge   +1
Electronic energy   -15932.501 eV

Element x y z (Å)
1 N 0.66 -0.46 2.08
2 N 0.39 1.26 -1.63
3 N -1.86 -0.10 2.06
4 N 0.67 -0.58 0.71
5 N -0.39 0.27 -1.36
6 C 1.96 -0.71 0.30
7 C -0.63 0.60 -3.51
8 C 0.34 1.48 -2.95
9 C -1.46 0.55 0.85
10 C -0.57 -0.28 -0.03
11 C 2.74 -0.88 1.47
12 C -1.11 -0.12 -2.47
13 C 1.89 -0.69 2.47
14 H -0.73 0.49 -4.55
15 H -2.58 -0.85 2.07
16 H 0.77 2.38 -3.42
17 H 2.35 -0.87 -0.73
18 H -0.26 -0.39 2.57
19 H -2.26 0.68 2.55
20 H -2.23 0.78 0.16
21 H -1.12 -1.16 -0.16
22 H -0.99 1.52 1.12
23 H -1.50 -1.05 -2.41
24 H 3.83 -1.10 1.31
25 H 2.07 -0.75 3.48



Record 3
The following is a quantum chemistry calculation of a single C23H17F3N4O3 molecule in a non-equilibrium geometry, from the Open Molecules 2025 dataset.

Values from the calculation:
Molecular weight   454.41 Da
HOMO-LUMO gap   8.6 eV
Highest occupied orbital energy   -8.58 eV
SMILES string   O=C1O[C@]2(CC[C@@H](c3nc4cc(-c5noc(C(F)(F)F)n5)ccc4[nH]3)CC2)c2ccccc21
Charge   0
Electronic energy   -44379.882 eV

Element x y z (Å)
1 F -8.07 3.42 -2.26
2 F -8.95 1.36 -2.09
3 F -9.41 2.85 -0.52
4 O 3.40 -0.01 4.25
5 O 3.11 -0.49 2.03
6 O -7.38 2.23 0.87
7 N -6.16 1.68 -0.90
8 N -0.09 -0.23 0.91
9 N -6.07 1.86 1.29
10 N -0.97 -0.29 -1.22
11 C 5.10 0.38 2.73
12 C 1.51 -0.74 -1.10
13 C -1.93 0.21 -0.33
14 C 3.81 -0.03 3.11
15 C -2.18 0.73 1.99
16 C -1.41 0.24 1.00
17 C 0.12 -0.43 -0.45
18 C -8.51 2.37 -1.39
19 C 2.35 -1.85 -0.31
20 C 3.78 -1.36 0.14
21 C -3.50 1.15 1.73
22 C -7.30 2.06 -0.48
23 C 3.77 -0.01 0.85
24 C 6.22 0.71 3.59
25 C 7.50 1.29 1.45
26 C 5.16 0.40 1.38
27 C -3.20 0.59 -0.60
28 C 6.39 0.96 0.76
29 C 3.06 1.06 -0.11
30 C 7.39 1.05 2.86
31 C 2.35 0.44 -1.30
32 C -4.04 1.08 0.41
33 C -5.41 1.56 0.22
34 H 2.56 -2.63 -1.06
35 H 0.53 -0.42 1.62
36 H 8.41 1.50 1.05
37 H 3.07 0.02 -2.01
38 H 6.06 0.75 4.67
39 H 2.40 1.60 0.52
40 H 3.80 1.80 -0.48
41 H 6.44 1.14 -0.29
42 H 4.59 -1.43 -0.65
43 H 8.20 1.22 3.38
44 H 1.28 -1.06 -2.20
45 H 4.14 -2.14 0.85
46 H -3.37 0.45 -1.69
47 H 1.73 -2.18 0.55
48 H -3.89 1.74 2.60
49 H -1.68 0.73 2.96
50 H 1.74 1.17 -1.88



Record 4
The following is a quantum chemistry calculation of 2 unconnected molecules or ions with the total composition C22H39BrN4OS2 in a non-equilibrium geometry, from the Open Molecules 2025 dataset.

Values from the calculation:
Molecular weight   519.62 Da
HOMO-LUMO gap   8.4 eV
Highest occupied orbital energy   -8.82 eV
SMILES string   CCCCN(CCCC[C@@](Br)(C#N)[C@H](C#N)CNC)C(=S)SCCC.C1CCOC1
Charge   0
Electronic energy   -123160.849 eV

Element x y z (Å)
1 Br -3.86 -0.17 0.34
2 S 0.77 -0.89 4.23
3 S 1.42 1.81 5.39
4 O 3.41 -2.10 -0.59
5 N -3.45 4.05 -3.17
6 N -2.31 -0.46 -3.47
7 N 0.62 1.53 2.70
8 N -6.57 1.94 -1.71
9 C -3.09 3.00 -2.68
10 C 4.28 -1.04 -1.00
11 C -3.97 1.55 -0.65
12 C -0.34 2.67 2.74
13 C 1.86 1.83 1.90
14 C 1.92 0.73 0.69
15 C -1.82 2.20 2.20
16 C 0.09 -1.63 2.67
17 C -3.41 0.46 -3.06
18 C -3.73 2.78 0.37
19 C -0.06 -3.25 2.92
20 C 5.05 -3.01 -2.03
21 C -5.49 1.72 -1.20
22 C 0.92 0.97 4.03
23 C -3.00 1.56 -1.95
24 C 0.50 0.48 -0.02
25 C -1.11 0.26 -3.99
26 C 0.71 -0.77 -1.05
27 C 5.56 -1.69 -1.49
28 C -2.19 2.99 0.82
29 C -1.30 -3.81 2.05
30 C 3.95 -3.34 -1.04
31 H 0.18 1.40 -0.64
32 H -1.00 -3.78 0.93
33 H 3.16 -3.95 -1.49
34 H -1.42 2.78 -0.01
35 H 2.80 1.66 2.56
36 H 6.23 -1.86 -0.65
37 H 0.94 -3.72 2.59
38 H -2.61 2.49 3.00
39 H -0.97 -1.24 2.43
40 H 4.63 -2.87 -3.03
41 H -3.81 1.02 -3.99
42 H -1.34 0.84 -4.95
43 H 6.08 -1.08 -2.24
44 H 4.45 -0.35 -0.17
45 H 2.63 1.16 -0.10
46 H 1.93 2.90 1.50
47 H -1.86 1.06 2.08
48 H 3.78 -0.49 -1.81
49 H -1.65 -4.86 2.36
50 H -4.15 3.76 -0.06
51 H 1.06 -1.69 -0.43
52 H 1.41 -0.51 -1.91
53 H -1.94 1.37 -1.55
54 H -0.35 0.20 0.68
55 H -2.17 -3.05 2.19
56 H 0.81 -1.54 1.77
57 H -4.34 2.54 1.32
58 H -2.07 -1.14 -2.73
59 H -4.28 -0.21 -2.70
60 H 2.40 -0.22 1.12
61 H -0.05 3.56 2.06
62 H 4.34 -3.88 -0.17
63 H -0.34 -1.03 -1.44
64 H -0.62 0.97 -3.22
65 H -0.22 -3.43 4.05
66 H -0.53 3.11 3.78
67 H 5.82 -3.78 -2.08
68 H -0.31 -0.54 -4.22
69 H -2.09 4.12 1.08



Record 5
The following is a quantum chemistry calculation of a molecular structure, C6H10, from the Open Molecules 2025 dataset.

Values from the calculation:
Molecular weight   82.15 Da
HOMO-LUMO gap   8.4 eV
Highest occupied orbital energy   -7.93 eV
Charge   0
Electronic energy   -6379.330 eV

Element x y z (Å)
1 C 0.96 0.85 -0.25
2 C 1.41 -0.25 0.70
3 C -0.52 0.78 -0.56
4 C -1.12 -0.60 -0.51
5 C -1.54 0.43 0.49
6 C -0.29 -1.77 -0.11
7 H -1.81 -0.86 -1.32
8 H 0.30 -2.05 -1.01
9 H -2.52 0.89 0.40
10 H 2.43 -0.60 0.52
11 H 1.21 1.83 0.19
12 H 0.74 -1.21 0.71
13 H 1.51 0.77 -1.19
14 H -0.85 1.46 -1.35
15 H -1.21 0.29 1.52
16 H 1.32 0.04 1.76



Record 6
The following is a quantum chemistry calculation of a gas-phase ion, C6H12N2S2 (charge +2) in a non-equilibrium geometry, from the Open Molecules 2025 dataset.

Values from the calculation:
Molecular weight   176.31 Da
HOMO-LUMO gap   9.4 eV
Highest occupied orbital energy   -16.96 eV
Charge   +2
Electronic energy   -31046.299 eV

Element x y z (Å)
1 S 1.56 1.46 1.21
2 S -3.16 0.74 -0.22
3 N 2.75 0.05 -0.87
4 N -1.82 -1.57 0.80
5 C -0.61 -0.76 0.90
6 C 0.83 1.52 -0.50
7 C 0.55 -0.94 -0.03
8 C -0.56 1.63 -0.72
9 C 1.46 0.29 -0.10
10 C -1.47 1.02 0.03
11 H 3.16 -0.78 -0.49
12 H -2.32 -1.91 1.67
13 H -2.69 -0.98 0.50
14 H 3.26 0.88 -0.58
15 H 0.16 -1.34 -1.02
16 H 1.03 -1.90 0.30
17 H -3.33 1.11 1.01
18 H -1.67 -2.29 0.16
19 H -0.41 -0.53 2.03
20 H 2.65 -0.27 -1.76
21 H 1.61 2.07 -1.10
22 H -0.98 2.51 -1.22



Record 7
The following is a quantum chemistry calculation of 3 unconnected molecules or ions with the total composition C2H10N5 in a non-equilibrium geometry, from the Open Molecules 2025 dataset.

Values from the calculation:
Molecular weight   104.14 Da
HOMO-LUMO gap (alpha / beta)   6.3 / 5.8 eV
Highest occupied orbital energy (alpha / beta)   -9.44 / -13.87 eV
Expectation value of S²   2.01
Charge   +1
Electronic energy   -9671.180 eV
Spin multiplicity   3

Element x y z (Å)
1 N 3.30 -1.05 -0.17
2 N -1.76 -1.81 0.42
3 N -0.77 1.01 0.21
4 N 1.29 -0.23 -0.18
5 N 2.06 -1.06 -0.54
6 C -1.71 -1.11 1.34
7 C -1.91 1.47 -0.67
8 H 3.97 -1.55 -0.70
9 H -1.28 -0.88 2.30
10 H -1.86 -2.02 -0.57
11 H -2.85 1.31 -0.15
12 H 1.71 0.38 0.52
13 H -1.66 2.54 -0.91
14 H -0.17 1.63 0.79
15 H -0.18 0.83 -0.54
16 H 3.61 -0.30 0.38
17 H -1.78 0.86 -1.53



Record 8
The following is a quantum chemistry calculation of 19 unconnected molecules or ions with the total composition C27H50Cl37IO5 in a non-equilibrium geometry, from the Open Molecules 2025 dataset.

Values from the calculation:
Molecular weight   1893.36 Da
HOMO-LUMO gap   9.1 eV
Highest occupied orbital energy   -8.97 eV
Charge   0
Electronic energy   -510475.906 eV

Element x y z (Å)
1 I 2.99 -0.61 -3.66
2 Cl 0.51 1.42 8.03
3 Cl -2.57 -6.98 -9.52
4 Cl -0.52 -1.26 10.94
5 Cl 4.62 -1.57 -9.19
6 Cl 3.58 4.57 -4.19
7 Cl -3.19 -1.55 6.99
8 Cl 5.94 -4.15 -3.50
9 Cl -0.98 -1.20 -11.41
10 Cl -7.21 -3.71 9.95
11 Cl 0.44 -1.30 6.98
12 Cl -4.07 -4.53 -10.07
13 Cl 0.22 4.11 -1.43
14 Cl 3.42 6.10 0.74
15 Cl -2.75 -2.81 12.01
16 Cl -2.74 7.05 7.45
17 Cl 4.03 -3.95 -0.66
18 Cl -2.99 9.43 5.76
19 Cl -2.93 -1.64 -9.28
20 Cl -1.14 7.37 2.75
21 Cl 1.10 1.14 3.22
22 Cl -0.90 5.01 4.45
23 Cl 5.09 2.35 -5.34
24 Cl -3.16 0.56 -4.16
25 Cl 7.67 -5.63 -1.67
26 Cl 1.17 4.64 1.90
27 Cl -5.41 -5.58 8.61
28 Cl 1.61 1.54 -1.38
29 Cl -2.11 -4.27 4.71
30 Cl 1.68 3.29 5.13
31 Cl 2.31 -5.14 1.37
32 Cl 0.98 -1.72 -0.12
33 Cl 2.75 -3.50 -10.35
34 Cl -5.25 8.72 10.28
35 Cl 0.19 -3.10 3.32
36 Cl -2.31 -3.83 8.59
37 Cl 3.15 0.05 0.74
38 Cl -3.12 10.49 11.22
39 O -0.81 -0.84 -5.77
40 O -2.67 -1.76 -3.24
41 O 1.02 -2.81 -6.89
42 O 0.64 -2.24 -4.66
43 O -0.55 -3.76 -5.69
44 C 1.35 0.05 -4.97
45 C 0.87 2.82 -0.41
46 C 6.94 -5.59 -3.28
47 C -1.00 -2.89 4.61
48 C 4.18 -3.27 -9.33
49 C -5.70 -4.61 10.06
50 C -2.61 -1.76 -11.01
51 C 0.53 -1.28 -8.75
52 C 0.21 -2.68 -8.07
53 C -0.61 -0.65 -3.39
54 C 5.11 3.69 -4.19
55 C -3.51 8.64 7.25
56 C 2.56 -1.62 0.67
57 C -1.83 -1.31 12.13
58 C 3.03 -5.35 -0.23
59 C -1.66 6.59 4.24
60 C 0.30 -2.97 -5.77
61 C -0.02 2.19 -5.49
62 C 0.79 -0.29 8.39
63 C -3.26 -3.31 7.19
64 C -3.53 -5.67 -8.82
65 C 0.61 1.94 4.72
66 C -2.14 -0.79 -3.54
67 C 0.13 -0.88 -4.73
68 C 1.12 1.54 -4.66
69 C 2.15 6.11 1.97
70 C -3.68 8.82 11.09
71 H 0.95 1.73 -3.60
72 H -0.61 -0.12 -6.39
73 H -0.86 -2.67 -7.88
74 H -1.39 7.22 5.08
75 H -3.33 -1.15 -11.54
76 H -2.91 -5.13 -8.11
77 H -1.58 -2.00 4.40
78 H 0.43 -3.44 -8.82
79 H -3.78 8.40 12.08
80 H -2.50 -0.47 11.95
81 H 1.84 -0.42 8.66
82 H 1.52 -0.89 -8.47
83 H 1.51 6.97 1.81
84 H -0.49 -2.79 5.55
85 H 5.28 3.29 -3.20
86 H 1.73 -0.08 -5.99
87 H 1.62 3.24 0.26
88 H 0.06 2.39 0.18
89 H 3.66 -6.24 -0.23
90 H 3.96 -3.66 -8.34
91 H -1.41 -1.24 13.13
92 H 0.09 3.28 -5.38
93 H -4.29 -3.60 7.34
94 H 2.05 2.07 -4.92
95 H -2.95 8.25 10.52
96 H -0.21 -0.56 -8.38
97 H 2.46 -1.99 1.68
98 H 0.15 -0.59 9.21
99 H -2.74 6.46 4.21
100 H 5.91 4.37 -4.46
101 H -2.70 -2.80 -11.32
102 H -0.40 2.32 4.61
103 H -4.59 8.50 7.22
104 H -0.40 0.32 -2.90
105 H -4.39 -6.09 -8.33
106 H 0.64 1.21 5.52
107 H 2.24 -5.46 -0.97
108 H -0.34 -1.42 -2.66
109 H 0.41 -1.38 -9.85
110 H 2.61 6.17 2.95
111 H -1.01 1.94 -5.06
112 H 3.26 -2.24 0.10
113 H -3.24 9.27 8.10
114 H -4.88 -3.90 10.17
115 H 7.73 -5.58 -4.03
116 H -5.74 -5.26 10.92
117 H 5.01 -3.82 -9.76
118 H 0.07 1.98 -6.57
119 H -2.86 -3.78 6.30
120 H 6.32 -6.47 -3.41



Question: The lowest molecular weight belongs to which entry?
Answer: C6H10



Copy entry 5 word for word.
The following is a quantum chemistry calculation of a molecular structure, C6H10, from the Open Molecules 2025 dataset.

Values from the calculation:
Molecular weight   82.15 Da
HOMO-LUMO gap   8.4 eV
Highest occupied orbital energy   -7.93 eV
Charge   0
Electronic energy   -6379.330 eV

Element x y z (Å)
1 C 0.96 0.85 -0.25
2 C 1.41 -0.25 0.70
3 C -0.52 0.78 -0.56
4 C -1.12 -0.60 -0.51
5 C -1.54 0.43 0.49
6 C -0.29 -1.77 -0.11
7 H -1.81 -0.86 -1.32
8 H 0.30 -2.05 -1.01
9 H -2.52 0.89 0.40
10 H 2.43 -0.60 0.52
11 H 1.21 1.83 0.19
12 H 0.74 -1.21 0.71
13 H 1.51 0.77 -1.19
14 H -0.85 1.46 -1.35
15 H -1.21 0.29 1.52
16 H 1.32 0.04 1.76



What did the sixth record say?
The following is a quantum chemistry calculation of a gas-phase ion, C6H12N2S2 (charge +2) in a non-equilibrium geometry, from the Open Molecules 2025 dataset.

Values from the calculation:
Molecular weight   176.31 Da
HOMO-LUMO gap   9.4 eV
Highest occupied orbital energy   -16.96 eV
Charge   +2
Electronic energy   -31046.299 eV

Element x y z (Å)
1 S 1.56 1.46 1.21
2 S -3.16 0.74 -0.22
3 N 2.75 0.05 -0.87
4 N -1.82 -1.57 0.80
5 C -0.61 -0.76 0.90
6 C 0.83 1.52 -0.50
7 C 0.55 -0.94 -0.03
8 C -0.56 1.63 -0.72
9 C 1.46 0.29 -0.10
10 C -1.47 1.02 0.03
11 H 3.16 -0.78 -0.49
12 H -2.32 -1.91 1.67
13 H -2.69 -0.98 0.50
14 H 3.26 0.88 -0.58
15 H 0.16 -1.34 -1.02
16 H 1.03 -1.90 0.30
17 H -3.33 1.11 1.01
18 H -1.67 -2.29 0.16
19 H -0.41 -0.53 2.03
20 H 2.65 -0.27 -1.76
21 H 1.61 2.07 -1.10
22 H -0.98 2.51 -1.22